{
  "formula": "C5H5BF4SeW",
  "method": "ωB97M-V/def2-TZVPD",
  "gap_ev": [6.77, 7.91],
  "energy_ha": -3086.5440,
  "spin_multiplicity": 3,
  "homo_ev": [-7.83, -9.16],
  "elements": ["W", "Se", "F", "F", "F", "F", "C", "C", "C", "C", "C", "B", "H", "H", "H", "H", "H"],
  "positions_angstrom": [[-0.201, 0.712, 0.238], [-1.227, 2.408, 1.347], [1.967, 0.294, -1.059], [3.179, 2.279, -1.332], [1.978, 1.775, 0.617], [0.831, 2.203, -1.267], [0.184, -1.556, 0.656], [-1.956, -0.715, 0.538], [-1.492, -0.956, -0.785], [-0.191, -1.508, -0.704], [-0.910, -1.070, 1.436], [2.106, 1.693, -0.802], [-2.907, -0.288, 0.806], [0.456, -1.708, -1.541], [-2.028, -0.727, -1.693], [1.146, -1.859, 1.038], [-0.937, -0.979, 2.509]],
  "mulliken_charge": [1.27, -0.33, -0.35, -0.26, -0.36, -0.40, -0.49, -0.39, -0.45, -0.34, -0.29, 0.47, 0.49, 0.30, 0.41, 0.35, 0.37]
}


{
  "formula": "C22H15F6N3O7PtS2",
  "method": "ωB97M-V/def2-TZVPD",
  "gap_ev": 7.71,
  "energy_ha": -3053.1447,
  "homo_ev": -8.49,
  "de_lowest_ev": 0.304,
  "elements": ["Pt", "S", "S", "F", "F", "F", "F", "F", "F", "O", "O", "O", "O", "O", "O", "O", "N", "N", "N", "C", "C", "C", "C", "C", "C", "C", "C", "C", "C", "C", "C", "C", "C", "C", "C", "C", "C", "C", "C", "C", "C", "H", "H", "H", "H", "H", "H", "H", "H", "H", "H", "H", "H", "H", "H", "H"],
  "positions_angstrom": [[0.789, -0.216, -0.335], [1.997, -2.701, -1.879], [-0.656, -3.039, -1.219], [1.176, -0.686, -3.381], [2.239, -2.249, -4.427], [-1.753, -4.127, -3.345], [-2.118, -2.005, -3.136], [3.324, -0.862, -3.159], [-3.150, -3.414, -1.856], [-0.759, -1.643, -0.777], [3.077, -3.611, -1.995], [4.788, 1.360, -1.114], [-1.416, -0.433, 1.746], [2.350, 0.955, -0.249], [2.016, -1.862, -0.664], [-0.918, -4.038, -0.242], [-0.092, 1.551, -0.134], [0.594, -3.335, -2.132], [0.764, 2.555, -0.653], [-2.007, -3.156, -2.484], [4.380, 2.632, -1.284], [-4.510, 2.328, 1.854], [-4.544, 1.210, 2.675], [-2.811, -3.737, 2.520], [-1.851, -4.208, 3.405], [-1.604, -1.694, 2.308], [5.026, 4.864, -1.922], [-2.690, -2.478, 1.957], [2.779, 4.441, -1.232], [-0.763, -3.413, 3.731], [-2.373, 1.580, 0.953], [5.343, 3.537, -1.737], [1.996, 2.171, -0.635], [3.737, 5.330, -1.664], [-0.638, -2.142, 3.187], [2.194, -1.541, -3.307], [-2.450, 0.440, 1.770], [-3.425, 2.507, 1.023], [-3.522, 0.280, 2.642], [-1.250, 2.037, 0.147], [3.074, 3.085, -1.040], [-3.650, -4.363, 2.247], [0.201, -1.501, 3.423], [6.337, 3.158, -1.931], [-1.360, 3.060, -0.202], [-3.423, -2.107, 1.251], [-0.005, -3.779, 4.412], [-3.368, 3.394, 0.405], [-1.945, -5.199, 3.828], [4.042, 0.834, -0.776], [5.790, 5.548, -2.270], [-5.305, 3.059, 1.879], [1.769, 4.771, -1.033], [3.492, 6.374, -1.801], [-5.369, 1.063, 3.360], [-3.550, -0.584, 3.292]],
  "mulliken_charge": [1.12, 0.95, 1.08, -0.19, -0.22, -0.21, -0.21, -0.22, -0.20, -0.78, -0.62, -0.66, -0.31, -0.80, -0.71, -0.62, 0.43, -0.49, -0.78, 0.66, 0.42, -0.86, -0.61, -0.90, -0.54, 0.03, -0.32, 0.30, -0.52, -0.63, 0.36, -0.66, 0.97, -0.78, -0.40, 0.70, 1.06, -0.85, -0.46, -0.23, 0.22, 0.38, 0.44, 0.44, 0.46, 0.59, 0.42, 0.42, 0.41, 0.42, 0.37, 0.41, 0.45, 0.39, 0.40, 0.47]
}


{
  "formula": "C22H42Cl18O3",
  "method": "ωB97M-V/def2-TZVPD",
  "gap_ev": 8.65,
  "energy_ha": -9372.4135,
  "homo_ev": -8.48,
  "elements": ["Cl", "Cl", "Cl", "Cl", "Cl", "Cl", "Cl", "Cl", "Cl", "Cl", "Cl", "Cl", "Cl", "Cl", "Cl", "Cl", "Cl", "Cl", "O", "O", "O", "C", "C", "C", "C", "C", "C", "C", "C", "C", "C", "C", "C", "C", "C", "C", "C", "C", "C", "C", "C", "C", "C", "H", "H", "H", "H", "H", "H", "H", "H", "H", "H", "H", "H", "H", "H", "H", "H", "H", "H", "H", "H", "H", "H", "H", "H", "H", "H", "H", "H", "H", "H", "H", "H", "H", "H", "H", "H", "H", "H", "H", "H", "H", "H"],
  "positions_angstrom": [[-0.074, -0.318, 4.806], [-5.023, 0.278, -5.520], [2.239, 2.007, 3.739], [-3.673, 4.312, -0.575], [-1.460, -1.950, 1.074], [-1.624, -0.226, -4.632], [2.576, -3.955, -4.395], [-0.806, -2.805, -2.213], [4.498, -1.267, 5.456], [0.176, -4.416, 3.951], [-6.153, 0.001, -2.108], [-2.200, 3.738, -3.424], [2.876, 3.579, -1.905], [2.840, -4.555, 6.378], [1.760, -4.694, 0.695], [3.513, 0.003, -3.006], [5.413, 3.520, 1.570], [-3.356, 0.701, -0.226], [-0.427, 0.616, 1.547], [1.196, -0.906, 1.946], [1.349, 0.558, 0.277], [-3.425, 5.039, -3.135], [2.827, -4.417, 4.599], [-0.622, 1.653, 0.588], [1.722, -3.493, 4.088], [4.133, 3.872, 0.391], [-0.552, -1.760, 2.629], [-2.984, 0.198, -3.649], [-4.447, 4.666, -2.098], [0.142, 1.096, -1.814], [0.073, -3.111, -0.732], [0.554, 1.500, -0.403], [-5.989, 0.190, -0.320], [-4.694, -0.426, 0.125], [-1.089, -0.555, 3.364], [2.399, -2.390, -3.628], [-3.937, 1.154, -4.355], [2.678, 0.553, 4.686], [0.779, 0.023, 1.316], [3.634, -1.564, -3.920], [4.211, 2.983, -0.820], [0.692, -4.506, -0.733], [4.035, 0.011, 4.309], [-0.596, 2.649, 1.042], [-6.140, 1.256, -0.157], [3.731, -1.366, -4.983], [5.130, 3.080, -1.395], [2.771, -5.379, 4.100], [-5.037, 5.573, -1.942], [1.000, 1.293, -2.464], [-3.610, -0.645, -3.359], [-3.487, 1.935, -4.949], [3.773, -3.959, 4.310], [-0.711, -2.693, 3.156], [-0.564, 1.848, -2.161], [1.546, -2.612, 4.691], [4.531, -2.043, -3.542], [4.800, 0.780, 4.315], [2.768, 0.964, 5.691], [1.846, -0.138, 4.613], [4.086, 1.906, -0.712], [-6.888, -0.206, 0.157], [0.839, -2.332, -0.708], [4.255, 4.871, -0.024], [-2.591, 0.674, -2.756], [-4.551, -0.621, 1.186], [1.275, -4.676, -1.632], [-1.009, 0.358, 2.782], [1.971, -3.214, 3.067], [-0.486, -2.996, 0.195], [2.308, -2.644, -2.574], [-0.047, 0.024, -1.813], [1.497, -1.873, -3.947], [-4.621, 1.549, -3.609], [-5.123, 3.870, -2.402], [-2.109, -0.700, 3.711], [0.473, -1.578, 2.321], [1.023, 2.478, -0.509], [3.965, -0.466, 3.332], [-2.955, 5.991, -2.903], [3.207, 3.798, 0.952], [-4.415, -1.336, -0.399], [-0.159, -5.171, -0.605], [-3.863, 5.153, -4.126], [-1.612, 1.662, 0.131]],
  "mulliken_charge": [-0.27, -0.19, -0.19, -0.13, -0.30, -0.18, -0.19, -0.13, -0.19, -0.22, -0.17, -0.13, -0.19, -0.20, -0.17, -0.12, -0.20, 0.10, 0.14, -0.44, -0.20, -0.64, -0.46, 0.13, 0.11, -0.41, 0.00, 0.76, -0.38, -0.26, -0.12, 0.68, -0.43, -0.82, 0.38, 0.20, -0.38, 0.47, 0.30, -0.63, -0.37, -0.49, -0.36, 0.19, 0.26, 0.35, 0.47, 0.43, 0.34, 0.19, 0.34, 0.44, 0.31, 0.46, -0.22, 0.31, 0.34, 0.43, 0.53, -0.95, 0.18, 0.40, 0.03, 0.40, -0.68, 0.40, 0.27, -0.09, -0.19, 0.19, -0.10, -0.05, 0.10, -0.09, 0.23, 0.51, -0.62, 0.03, 0.14, 0.41, 0.20, 0.37, 0.39, 0.32, -0.67]
}


{
  "formula": "C55H45MnN7O2S3",
  "method": "ωB97M-V/def2-TZVPD",
  "total_charge": 2,
  "gap_ev": [6.36, 7.49],
  "energy_ha": -5001.4297,
  "spin_multiplicity": 2,
  "homo_ev": [-13.00, -13.09],
  "elements": ["Mn", "S", "S", "S", "O", "O", "N", "N", "N", "N", "N", "N", "N", "C", "C", "C", "C", "C", "C", "C", "C", "C", "C", "C", "C", "C", "C", "C", "C", "C", "C", "C", "C", "C", "C", "C", "C", "C", "C", "C", "C", "C", "C", "C", "C", "C", "C", "C", "C", "C", "C", "C", "C", "C", "C", "C", "C", "C", "C", "C", "C", "C", "C", "C", "C", "C", "C", "C", "H", "H", "H", "H", "H", "H", "H", "H", "H", "H", "H", "H", "H", "H", "H", "H", "H", "H", "H", "H", "H", "H", "H", "H", "H", "H", "H", "H", "H", "H", "H", "H", "H", "H", "H", "H", "H", "H", "H", "H", "H", "H", "H", "H", "H"],
  "positions_angstrom": [[-0.399, 0.124, -0.119], [3.888, -2.913, -0.028], [3.294, -0.194, 0.270], [1.053, -3.004, -0.480], [0.574, 1.824, 3.355], [-0.646, -0.573, 3.800], [1.833, -0.128, 0.416], [-0.410, 0.486, 1.745], [0.624, 1.862, -0.160], [-1.790, -1.239, 0.541], [3.995, -1.602, 0.786], [0.353, -1.746, -0.825], [2.635, -3.123, -0.923], [-3.668, -2.873, 1.824], [5.673, 0.292, -2.989], [1.665, 3.798, -1.084], [1.721, 4.400, 0.166], [4.161, -4.204, 1.186], [6.521, -2.712, -0.618], [-0.874, -0.462, 2.621], [-0.606, 1.978, -4.195], [0.860, -4.844, 1.594], [-1.618, 2.796, -2.177], [-1.809, -1.370, 1.874], [4.273, 2.292, 0.838], [1.139, -4.260, 3.911], [0.382, -4.446, -1.356], [1.281, -2.556, 2.231], [4.262, -5.523, 0.776], [1.049, -3.514, 1.262], [5.237, 0.245, -1.674], [4.683, -6.147, 3.058], [3.907, -0.037, -1.426], [-2.710, -1.920, -0.151], [4.318, 0.964, 1.224], [0.722, -6.497, -2.529], [6.235, -3.294, -3.320], [5.276, -3.001, -1.157], [3.008, -0.280, -2.448], [-0.647, -6.713, -2.528], [-1.505, -5.789, -1.950], [1.125, 2.528, -1.200], [5.117, -3.294, -2.499], [-0.626, 0.694, -3.683], [7.630, -2.710, -1.445], [7.484, -3.000, -2.795], [-1.654, 1.497, -1.634], [-1.125, 3.029, -3.441], [4.315, -3.843, 2.512], [-1.147, 0.428, -2.411], [0.304, 1.562, 2.210], [-2.120, 1.251, -0.283], [5.141, 0.546, 2.251], [4.523, -6.498, 1.725], [0.912, -5.213, 2.929], [1.318, -2.930, 3.566], [5.922, 1.483, 2.909], [3.454, -0.237, -3.759], [1.281, 3.675, 1.260], [0.738, 2.415, 1.055], [5.863, 2.820, 2.551], [-3.666, -2.729, 0.444], [1.240, -5.355, -1.945], [-0.989, -4.647, -1.356], [5.037, 3.226, 1.516], [-2.706, -2.191, 2.550], [4.783, 0.052, -4.024], [4.577, -4.823, 3.454], [2.768, -0.426, -4.571], [-1.628, -3.919, -0.880], [-2.256, 2.177, 0.281], [-1.361, -0.617, -2.180], [-4.393, -3.235, -0.175], [5.128, 0.094, -5.045], [-3.031, 0.653, -0.207], [2.119, 5.396, 0.280], [4.133, -3.500, -2.887], [2.034, 4.300, -1.964], [6.704, 0.518, -3.205], [6.607, -2.481, 0.432], [4.614, -7.530, 1.423], [-1.044, -7.605, -2.987], [-2.038, 3.610, -1.604], [-0.280, -0.132, -4.288], [6.575, 1.178, 3.710], [4.226, -2.804, 2.781], [1.117, 2.022, -2.158], [0.765, -6.247, 3.200], [1.982, -0.513, -2.192], [1.389, -7.219, -2.971], [4.903, -6.909, 3.789], [4.146, -5.779, -0.266], [1.440, -1.531, 1.929], [5.172, -0.497, 2.520], [5.919, 0.429, -0.857], [-2.720, -1.790, -1.225], [5.000, 4.266, 1.233], [1.464, -2.175, 4.322], [6.128, -3.521, -4.369], [8.603, -2.482, -1.039], [-1.150, 4.025, -3.855], [6.467, 3.547, 3.070], [-4.417, -3.478, 2.313], [-0.219, 2.161, -5.188], [-2.570, -5.963, -1.952], [1.173, -4.554, 4.948], [2.297, -5.146, -1.939], [8.350, -2.998, -3.438], [0.668, -5.582, 0.830], [1.334, 4.047, 2.271], [3.653, 2.572, 0.001], [4.707, -4.549, 4.490], [-2.649, -2.252, 3.626]],
  "mulliken_charge": [0.00, 1.11, -0.20, 0.92, -0.62, -0.60, 0.44, 0.86, 1.52, 1.55, -0.04, 0.43, 0.02, -0.93, -1.15, -1.46, -0.93, 0.79, -1.06, -0.23, -0.78, -0.68, -0.68, 0.54, -0.24, -1.24, -0.39, 1.02, -0.89, 1.43, -0.50, -0.65, 0.96, -1.17, 0.20, -0.92, -0.85, 0.75, 0.64, -0.67, -0.86, -0.03, -0.22, -0.83, -0.78, -0.63, 0.55, -0.74, -0.10, 0.75, -0.09, -0.55, -0.50, -0.86, -1.00, -1.06, -0.81, -0.91, -0.73, 0.36, -0.78, -0.35, -0.18, -0.20, -0.89, -0.68, -0.97, -0.88, 0.60, 0.49, 0.45, -0.03, 0.53, 0.48, 0.45, 0.52, 0.47, 0.61, 0.56, 0.36, 0.49, 0.42, 0.51, 0.58, 0.49, 0.36, 0.30, 0.53, -0.43, 0.50, 0.45, 0.35, -0.77, 0.40, 0.66, 0.37, 0.49, 0.65, 0.50, 0.48, 0.48, 0.45, 0.49, 0.47, 0.49, 0.49, 0.31, 0.46, 0.51, 0.63, 0.86, 0.53, 0.66]
}


{
  "formula": "C10H12N2O7",
  "method": "ωB97M-V/def2-TZVPD",
  "smiles": "CC(=O)N[C@H]1CON([C@@]2(C(=O)O)CCC(=O)O2)C1=O",
  "gap_ev": 10.17,
  "energy_ha": -1024.3505,
  "homo_ev": -9.70,
  "de_lowest_ev": 2.122,
  "elements": ["O", "O", "O", "O", "O", "O", "O", "N", "N", "C", "C", "C", "C", "C", "C", "C", "C", "C", "C", "H", "H", "H", "H", "H", "H", "H", "H", "H", "H", "H", "H"],
  "positions_angstrom": [[-1.723, -0.067, 0.882], [0.739, 2.766, 0.357], [-2.259, -0.674, -3.304], [-0.476, 0.582, -4.096], [0.234, 1.400, -1.353], [-0.095, -1.978, -1.496], [1.602, -2.760, 2.955], [1.377, -1.324, 1.325], [-1.220, -0.281, -0.515], [-1.925, 2.007, -1.602], [0.008, -1.697, 1.026], [-0.948, -0.829, 1.788], [-1.306, 0.121, -3.056], [-0.416, -1.406, -0.480], [-1.296, 3.073, -0.644], [-0.987, 0.778, -1.590], [0.031, 2.451, -0.527], [2.137, -1.894, 2.296], [3.608, -1.620, 2.555], [1.685, -0.583, 0.751], [-0.180, -2.775, 1.190], [-0.276, -0.200, 2.355], [-0.460, 0.024, -4.864], [-1.851, 3.131, 0.389], [3.749, -1.816, 3.671], [-1.512, -1.520, 2.457], [4.062, -0.687, 2.248], [-2.859, 1.739, -1.055], [4.098, -2.390, 2.066], [-2.152, 2.358, -2.647], [-1.388, 4.070, -1.082]],
  "mulliken_charge": [-0.38, -0.53, -0.54, -0.47, -0.42, -0.57, -0.63, -0.22, 0.25, -0.94, 0.22, -0.53, 0.10, 0.08, -0.37, 1.13, 0.43, 0.67, -1.02, 0.12, 0.46, 0.31, 0.39, 0.23, 0.29, 0.29, 0.35, 0.27, 0.30, 0.41, 0.32]
}